[1]
Molecular formula: C21H29N2
Method: DFT, ωB97M-V/def2-TZVPD

Energy relative to the best compared isomer or geometry (same formula, charge and spin) ... 0.0 kcal per mole
Maximum force ... 2.1 eV Å⁻¹
Net charge ... +1
LUMO ... -4.28 eV

Element x y z (Å)
C: -2.7240 0.6917 0.2302
N: -1.9635 0.8206 -1.0172
C: -2.1146 2.0743 -1.7619
C: -1.3360 -0.2249 -1.5173
C: -0.9784 -0.3065 -2.9255
C: -0.0399 0.5740 -3.5202
C: 0.1860 0.5338 -4.8898
C: -0.4938 -0.3732 -5.7126
C: -0.2039 -0.4133 -7.1866
C: -1.4233 -1.2462 -5.1304
C: -1.6467 -1.2415 -3.7590
H: -3.0328 1.6927 0.5424
H: -3.6173 0.0618 0.0779
H: -2.1025 0.2283 1.0085
H: -2.7062 2.7421 -1.1291
H: -1.1372 2.5366 -1.9595
H: -2.6368 1.9192 -2.7201
H: -1.3201 -1.1280 -0.8887
H: 0.4979 1.2857 -2.8880
H: 0.9012 1.2243 -5.3460
H: -0.8298 -1.1610 -7.6825
H: -0.3842 0.5585 -7.6640
H: 0.8468 -0.6706 -7.3751
H: -1.9717 -1.9364 -5.7769
H: -2.3707 -1.9217 -3.3071
C: 0.3198 0.2326 6.7936
C: -0.1059 -0.9852 6.2428
C: -0.2437 -1.1166 4.8585
C: 0.0549 -0.0385 4.0161
C: -0.0502 -0.2224 2.5093
C: 1.2613 -0.7233 1.9220
C: 1.3671 -0.9317 0.3941
C: 2.8718 -0.7206 0.0961
C: 3.4533 -0.0759 1.3667
N: 2.2869 0.2407 2.1670
C: 0.4657 1.1836 4.5673
C: 0.6167 1.3148 5.9517
H: 0.4174 0.3366 7.8768
H: -0.3380 -1.8336 6.8885
H: -0.5798 -2.0564 4.4107
H: -0.8321 -0.9530 2.2606
H: -0.2776 0.7416 2.0301
H: 1.4982 -1.7008 2.4035
H: 0.9645 -1.8954 0.0607
H: 0.8031 -0.1347 -0.1112
H: 3.3764 -1.6648 -0.1302
H: 2.9913 -0.0344 -0.7468
H: 4.1050 -0.7935 1.8976
H: 4.0467 0.8187 1.1508
H: 2.4949 0.3993 3.1447
H: 0.6762 2.0295 3.9058
H: 0.9576 2.2630 6.3716


[2]
Molecular formula: C20H32AsBF4N5OSV
Method: DFT, ωB97M-V/def2-TZVPD

Energy relative to the best compared isomer or geometry (same formula, charge and spin) ... 21.3 kcal per mole
Multiplicity ... 3
Maximum force ... 1.3 eV Å⁻¹
<S²> ... 2.019
Net charge ... +2
LUMO (spin up / spin down) ... -6.99 / -6.01 eV

Element x y z (Å)
V: 0.4439 0.1566 -0.3296
C: 1.0073 3.5904 -2.5016
C: 1.8080 3.6610 -1.2046
As: 1.1555 2.5534 0.2672
C: -0.2842 3.5753 1.1039
C: -1.6488 3.3178 0.4646
C: 2.6468 2.6113 1.5161
C: 3.0045 4.0327 1.9403
H: 1.3914 4.3166 -3.2176
H: -0.0484 3.8281 -2.3483
H: 1.1005 2.6081 -2.9700
H: 1.8307 4.6770 -0.8171
H: 2.8402 3.3584 -1.3717
H: -0.0097 4.6249 1.0387
H: -0.2859 3.3037 2.1577
H: -1.6891 3.6775 -0.5656
H: -2.4313 3.8392 1.0150
H: -1.8962 2.2558 0.4744
H: 3.4791 2.1237 1.0103
H: 2.3771 1.9908 2.3665
H: 3.3225 4.6441 1.0969
H: 3.8302 4.0027 2.6525
H: 2.1690 4.5297 2.4323
N: -0.7431 0.6725 -2.0425
H: -1.7073 0.3896 -1.8791
H: -0.4438 0.2365 -2.9111
H: -0.7561 1.6719 -2.2208
N: 4.8771 -2.4568 0.0000
C: 5.2419 -1.7186 -1.0344
N: 6.4486 -1.8704 -1.5653
N: 4.4526 -0.8016 -1.6169
C: 3.2595 -0.4899 -1.3748
N: 2.1709 -0.0457 -1.2598
H: 5.5075 -3.1344 0.3946
H: 3.9902 -2.3324 0.4749
H: 7.1273 -2.5066 -1.1852
H: 6.6922 -1.3276 -2.3765
O: -1.1264 -0.4300 0.5333
S: -2.0948 -1.3427 1.3264
C: -3.6792 -0.9048 0.6500
C: -4.4920 -0.1290 1.4689
C: -5.7306 0.2850 0.9967
C: -6.1385 -0.0756 -0.2783
C: -5.3199 -0.8569 -1.0917
C: -4.0873 -1.2819 -0.6292
C: -1.8342 -2.9865 0.7138
C: -2.1544 -4.0060 1.5979
C: -2.0233 -5.3205 1.1769
C: -1.5539 -5.5970 -0.1002
C: -1.2107 -4.5641 -0.9645
C: -1.3529 -3.2481 -0.5599
H: -4.1626 0.1399 2.4685
H: -6.3776 0.8784 1.6301
H: -7.1091 0.2389 -0.6421
H: -5.6604 -1.1511 -2.0769
H: -3.4675 -1.9302 -1.2352
H: -2.4916 -3.7801 2.6046
H: -2.2734 -6.1278 1.8532
H: -1.4425 -6.6250 -0.4220
H: -0.8315 -4.7866 -1.9543
H: -1.0798 -2.4422 -1.2272
F: 1.2796 -2.0355 0.4224
B: 1.5025 -1.5667 1.7663
F: 2.8031 -1.8129 2.1586
F: 0.5280 -2.0084 2.6175
F: 1.3501 -0.0975 1.5828


[3]
Molecular formula: C3H6N2O2
Method: DFT, ωB97M-V/def2-TZVPD

Energy relative to the best compared isomer or geometry (same formula, charge and spin) ... 135.2 kcal per mole
Maximum force ... 3.5 eV Å⁻¹
LUMO (spin up / spin down) ... 0.61 / 0.61 eV

Element x y z (Å)
C: 0.3945 0.0273 0.5429
C: -0.9300 0.1047 -1.4435
C: 1.2321 -1.2043 0.9039
N: 0.1598 0.1636 -0.8313
N: -0.9665 1.9104 1.1717
O: -0.1579 0.8087 1.3997
O: -1.0024 0.2719 -2.7242
H: -1.8711 -0.1841 -0.8307
H: 2.1321 -1.3167 0.2364
H: 0.6951 -2.1523 0.7174
H: 1.5995 -1.2313 1.9152
H: -1.1517 2.2998 2.0642
H: -0.1336 0.5023 -3.1216


[4]
Molecular formula: C2H4ClFN2
Method: DFT, ωB97M-V/def2-TZVPD

Energy relative to the best compared isomer or geometry (same formula, charge and spin) ... 82.6 kcal per mole
Maximum force ... 5.5 eV Å⁻¹
LUMO ... 0.53 eV

Element x y z (Å)
C: 0.2844 0.8656 0.0126
C: -1.0515 0.4412 -0.6583
H: 1.6902 -1.4406 1.7968
H: 0.7979 -1.6479 -0.0866
H: 0.5751 1.8865 -0.1574
H: -1.1955 -0.2729 0.2347
N: 0.8115 -1.1308 0.9174
N: 1.1251 0.1312 0.6837
F: -0.8571 -0.4970 -1.6200
Cl: -2.1800 1.6647 -1.1229


[5]
Molecular formula: C4H8O4
Method: DFT, ωB97M-V/def2-TZVPD

Energy relative to the best compared isomer or geometry (same formula, charge and spin) ... 5.4 kcal per mole
Maximum force ... 2.2 eV Å⁻¹
Net charge ... -2
LUMO ... 6.80 eV

Element x y z (Å)
O: 2.3597 -0.0187 -2.0100
C: 1.2982 0.4126 -1.4993
O: 0.5494 1.2931 -2.0311
C: 0.9735 -0.0872 -0.0740
C: -0.3936 -0.8173 0.1228
C: -0.6066 -1.3233 1.5553
O: -1.8771 -1.8226 1.7639
H: 0.9168 0.7766 0.5970
H: 1.7609 -0.7446 0.1143
H: -0.3674 -1.6302 -0.6140
H: -1.1419 -0.1325 -0.2910
H: 0.1575 -2.1305 1.6755
H: -0.4060 -0.4890 2.2689
H: -1.4378 2.0798 0.1750
H: -0.5235 2.0716 -1.1130
O: -1.2623 2.5622 -0.6401


[6]
Molecular formula: C5H7NO2
Method: DFT, ωB97M-V/def2-TZVPD

SMILES ... O=C1CNC1.C=C=O
Energy relative to the best compared isomer or geometry (same formula, charge and spin) ... 85.9 kcal per mole
Maximum force ... 4.4 eV Å⁻¹
LUMO ... 0.55 eV

Element x y z (Å)
C: -0.0478 1.0626 0.3618
C: -0.1111 0.6487 -1.7791
N: -0.9854 1.2060 -0.7504
C: 0.9318 0.2185 -0.7759
C: -0.2795 -1.5867 0.7705
C: 0.0159 -1.8016 2.0229
O: -0.4088 -1.9074 -0.3679
O: 2.0310 -0.1992 -0.7644
H: -1.3097 2.1489 -0.9347
H: 0.5620 1.9489 0.5792
H: -0.5520 0.8827 1.3097
H: 0.3432 1.3621 -2.4711
H: -0.5533 -0.1904 -2.3296
H: 0.9626 -2.2761 2.2809
H: -0.5990 -1.5171 2.8483


[7]
Molecular formula: C22H25N3O3SnTe
Method: DFT, ωB97M-V/def2-TZVPD

Energy relative to the best compared isomer or geometry (same formula, charge and spin) ... 24.2 kcal per mole
Maximum force ... 4.3 eV Å⁻¹
Net charge ... +2
LUMO ... -6.72 eV

Element x y z (Å)
Sn: 8.4349 10.2702 11.7601
C: 11.6807 12.2836 12.4042
O: 10.4621 11.5739 12.8392
C: 10.5335 11.0682 14.1074
C: 11.6790 10.8804 14.8391
C: 11.6162 10.1883 16.0437
C: 10.4191 9.6917 16.5176
C: 9.2291 9.8673 15.8086
C: 9.3149 10.6321 14.6384
N: 8.1195 10.9158 13.7653
N: 7.0648 11.2271 14.3890
C: 6.0851 11.8814 13.8094
C: 6.0245 12.1776 12.3455
O: 6.9474 11.7658 11.5130
C: 5.0431 13.0585 11.8899
C: 4.2417 13.8254 12.6874
C: 4.2495 13.5663 14.0418
C: 3.4327 14.3840 14.9234
C: 3.4667 14.2662 16.2846
C: 4.2388 13.2867 16.8906
C: 5.0602 12.4308 16.1240
C: 5.0614 12.5783 14.6665
H: 11.9457 12.9678 13.2053
H: 11.3523 12.7977 11.5174
H: 12.4982 11.6560 12.2648
H: 12.6458 11.2774 14.5469
H: 12.5240 10.0010 16.5959
H: 10.3112 9.1723 17.4519
H: 8.3160 9.4466 16.1509
H: 4.9981 13.2778 10.8297
H: 3.5198 14.4548 12.2594
H: 2.7884 15.0745 14.4675
H: 2.8463 14.9383 16.8615
H: 4.1877 12.9092 17.9037
H: 5.6484 11.8124 16.7753
N: 9.4095 12.2278 8.2616
C: 9.0397 11.3999 9.1582
O: 9.4941 11.4695 10.3087
C: 7.7906 10.5627 8.9230
C: 7.7752 9.3684 9.9312
H: 9.9824 13.0281 8.5494
H: 9.1325 12.1383 7.2788
H: 7.7742 10.1350 7.8726
H: 6.8944 11.2046 9.1255
H: 8.6653 8.7551 9.6326
H: 6.8105 8.8619 9.9950
C: 10.6103 7.3953 10.9278
Te: 10.0728 8.1432 12.8602
C: 8.3976 6.8292 13.1462
H: 10.8509 6.3094 11.1998
H: 11.4298 7.8965 10.4567
H: 9.7822 7.3607 10.1968
H: 8.7454 5.9277 13.6522
H: 8.0508 6.6068 12.1359
H: 7.7127 7.4199 13.7085